46
Properties=species:S:1:pos:R:3 method="wB97M-V/def2-TZVPD" multiplicity=1 homo_lumo_gap_ev=9.41 de_lowest_kcal_mol=0.00 charge=-1
Cl 0.62954 0.92382 0.56474
C 5.64827 -0.98920 -0.74831
C 4.17778 -0.87584 -0.39492
O 3.74747 0.45690 -0.65521
H 5.78024 -1.05704 -1.82738
H 6.06507 -1.86400 -0.24667
H 6.17797 -0.09935 -0.40409
H 3.95532 -1.10954 0.64861
H 3.60370 -1.55238 -1.04049
H 2.84800 0.55906 -0.30690
C -3.01264 4.47445 -1.48290
C -2.07157 3.68340 -0.59302
O -0.82779 3.50923 -1.24672
H -4.04340 4.36776 -1.12310
H -3.03881 4.04728 -2.48608
H -2.83685 5.54991 -1.46655
H -2.51021 2.69494 -0.40943
H -1.99698 4.17678 0.38239
H -0.32472 2.91626 -0.66949
C -2.69514 -0.21623 -1.24658
C -1.85672 0.33255 -2.36712
O -0.55351 -0.22875 -2.38223
H -2.72257 -1.31513 -1.22016
H -3.75563 0.03290 -1.15324
H -2.24532 0.00180 -0.27132
H -1.73851 1.41846 -2.28353
H -2.26194 0.14499 -3.36373
H -0.16306 -0.06890 -1.50858
C -1.42471 -0.20071 3.75954
C -2.51971 0.71890 3.24592
O -1.97290 1.73094 2.42262
H -0.75027 -0.50043 2.95713
H -1.85246 -1.10024 4.21259
H -0.82767 0.30214 4.52143
H -3.02646 1.27034 4.04255
H -3.30944 0.15410 2.73068
H -1.28199 1.36695 1.84539
C 1.90651 -4.55661 -0.32634
C 0.95470 -3.43367 0.05257
O 1.60910 -2.59147 0.96421
H 1.51259 -5.17270 -1.14825
H 2.19468 -5.22398 0.48257
H 2.78750 -4.17957 -0.85776
H 0.03592 -3.90715 0.42504
H 0.66976 -2.91006 -0.86567
H 1.31686 -1.68089 0.83777


51
Properties=species:S:1:pos:R:3 method="wB97M-V/def2-TZVPD" multiplicity=11 s2=30.005 homo_lumo_gap_ev="6.21 / 6.28" de_lowest_kcal_mol=0.00 charge=+3
Mn 0.61678 -0.41409 -3.76582
Mn -0.01760 -1.79673 2.14523
N 0.37243 -1.21723 -0.43148
O 1.28154 -1.51584 0.37599
O -0.78998 -1.17356 0.06921
O 0.58047 -0.93083 -1.62470
C 0.66999 -5.98980 1.41304
C -0.29004 -5.02867 2.09261
O -0.33135 -3.73841 1.38452
H 0.67311 -6.95386 1.91522
H 1.67795 -5.57704 1.45045
H 0.36633 -6.11589 0.37092
H 0.07579 -4.82426 3.10105
H -1.32178 -5.37715 2.14352
H -0.68757 -3.92994 0.50385
C -2.25264 1.81335 1.07144
C -2.15102 3.14429 1.79507
O -1.55957 4.06607 0.88083
H -1.27149 1.36723 0.88626
H -2.76954 1.91805 0.11541
H -2.86749 1.10572 1.63572
H -1.49559 3.04138 2.66813
H -3.14105 3.50203 2.08013
H -1.77723 4.96475 1.15219
C -3.32080 -0.26412 -2.33863
C -2.17101 0.68836 -2.56258
O -1.38482 0.25102 -3.73985
H -4.04789 -0.26076 -3.15147
H -3.81611 -0.08993 -1.38571
H -2.91284 -1.27939 -2.30213
H -1.48652 0.66335 -1.71840
H -2.50206 1.71012 -2.75323
H -2.00248 0.38033 -4.48223
C 2.91570 0.57168 2.56568
C 1.50723 1.04638 2.25694
O 0.48747 0.16455 2.79914
H 3.21743 0.56402 3.60922
H 3.63449 1.18083 2.01618
H 3.00301 -0.43010 2.12884
H 1.39481 1.14483 1.17852
H 1.34249 2.05045 2.65096
H 0.15359 0.57873 3.60876
C 3.02396 2.52853 -1.68701
C 2.50215 2.21393 -3.08635
O 1.20472 1.52286 -3.02250
H 4.02258 2.94599 -1.81493
H 3.08959 1.62987 -1.07456
H 2.39800 3.26938 -1.18682
H 3.23234 1.60109 -3.61242
H 2.34042 3.11329 -3.67908
H 0.58410 2.16516 -2.64511


45
Properties=species:S:1:pos:R:3 method="wB97M-V/def2-TZVPD" multiplicity=1 homo_lumo_gap_ev=9.95 de_lowest_kcal_mol=98.01 smiles=CCO.CCO.CCO.CCO.CCO
C 1.99784 -1.93598 0.10571
C 2.13884 -1.96198 1.68671
O 1.96684 -0.68098 2.25471
H 2.44384 -2.90698 -0.22829
H 2.66684 -1.00098 -0.26129
H 0.90684 -1.97798 -0.16029
H 3.10384 -2.33198 1.88471
H 1.39884 -2.57598 1.99571
H 2.20284 -0.91598 3.09471
C -0.79516 0.87802 0.84971
C 0.23684 1.94702 0.48071
O 1.41184 1.23002 0.12371
H -1.59616 1.41902 1.31271
H -0.28416 0.33902 1.59371
H -0.91216 0.17202 -0.00529
H 0.41884 2.70802 1.21171
H -0.04616 2.39402 -0.50429
H 1.52084 0.53602 0.73371
C 4.47384 0.32502 -2.26329
C 3.55884 1.51702 -2.58829
O 2.23884 1.21002 -2.60929
H 4.20284 -0.53298 -2.88429
H 4.45184 -0.01198 -1.24129
H 5.52184 0.59602 -2.27329
H 3.80784 1.97802 -3.58029
H 3.68184 2.45002 -1.95529
H 1.94684 1.00802 -1.68529
C -2.23616 0.02302 -2.88529
C -3.11716 -1.17898 -3.66129
O -2.60116 -1.36298 -4.88829
H -2.58416 0.31702 -1.88429
H -2.02916 0.88702 -3.64529
H -1.30816 -0.35798 -2.87229
H -4.12816 -0.62898 -3.63329
H -3.21416 -1.89698 -2.97629
H -3.37216 -1.73598 -5.28729
C -2.38916 0.63202 4.48971
C -3.52916 0.18302 3.62171
O -3.58216 -1.14698 3.87571
H -2.54116 1.67502 4.61671
H -1.26316 0.63602 4.26671
H -2.60116 0.29502 5.55771
H -3.33716 0.41502 2.49771
H -4.41416 0.78702 4.06071
H -4.41816 -1.41498 3.65871


45
Properties=species:S:1:pos:R:3 method="wB97M-V/def2-TZVPD" multiplicity=1 homo_lumo_gap_ev=10.11 de_lowest_kcal_mol=15.16 smiles=CCO.CCO.CCO.CCO.CCO
C 1.74802 8.99572 -7.95286
C 0.32041 8.80596 -7.51995
O -0.07452 7.44122 -7.65885
H 1.89537 8.67240 -8.98515
H 2.40600 8.31603 -7.40173
H 2.05003 10.02534 -7.77815
H -0.35915 9.39522 -8.15745
H 0.15303 9.22549 -6.51945
H -0.91423 7.33649 -7.20279
C 4.05718 7.37046 -10.74957
C 5.14541 6.66818 -11.51886
O 6.28098 7.55778 -11.60526
H 3.17192 6.75128 -10.62542
H 3.83006 8.30583 -11.26729
H 4.40660 7.68959 -9.76533
H 4.83424 6.32826 -12.50834
H 5.58773 5.82621 -10.97024
H 6.94418 7.18423 -12.20078
C 7.78603 4.22485 -13.72153
C 8.52675 5.55246 -13.68699
O 7.58834 6.58222 -14.04601
H 7.30473 4.08071 -14.68758
H 7.06720 4.22127 -12.90174
H 8.45472 3.36805 -13.62093
H 9.32800 5.51448 -14.43224
H 8.93918 5.78873 -12.70211
H 8.06629 7.30809 -14.45826
C 4.14180 6.38175 -15.48696
C 3.51853 6.67005 -16.84304
O 2.11254 6.81226 -16.74024
H 5.19699 6.10664 -15.58677
H 3.67022 5.52921 -14.99221
H 4.10710 7.24712 -14.82647
H 3.83026 5.92090 -17.57803
H 3.89094 7.61754 -17.23174
H 1.72866 5.99042 -16.42310
C 6.23349 10.66991 -9.12153
C 5.35864 10.93430 -10.32878
O 5.97666 10.47457 -11.53504
H 6.39703 9.60189 -8.95977
H 5.70880 10.95101 -8.19899
H 7.16783 11.22617 -9.16150
H 5.09039 11.98254 -10.42702
H 4.43827 10.34155 -10.25138
H 6.35628 9.59860 -11.36692


45
Properties=species:S:1:pos:R:3 method="wB97M-V/def2-TZVPD" multiplicity=1 homo_lumo_gap_ev=9.86 de_lowest_kcal_mol=12.62 smiles=CCO.CCO.CCO.CCO.CCO
C -0.30271 1.96749 0.51544
C -0.30937 1.01806 -0.62822
O -1.60871 0.65185 -1.03960
H -1.09163 2.71226 0.62037
H 0.63459 2.50949 0.64117
H -0.38658 1.39279 1.43783
H 0.24035 0.10382 -0.40448
H 0.11473 1.51475 -1.50088
H -1.60156 -0.17351 -1.52983
C -3.18826 -4.72380 -4.27940
C -2.99636 -5.15032 -2.82132
O -2.17735 -4.27762 -2.10206
H -3.80435 -5.41543 -4.85401
H -2.21597 -4.65150 -4.76677
H -3.69871 -3.76489 -4.18975
H -2.64294 -6.17367 -2.69504
H -3.98188 -5.19892 -2.35819
H -2.20770 -4.47667 -1.16341
C -2.39374 -2.74331 2.00507
C -1.44703 -3.64519 1.16793
O -2.20301 -4.68479 0.58575
H -2.93303 -3.28202 2.78421
H -3.08553 -2.21143 1.35189
H -1.88462 -1.89626 2.46484
H -0.68935 -4.11330 1.79633
H -0.95721 -3.10279 0.35923
H -2.73995 -5.03044 1.30258
C 3.01381 -7.23890 -2.22010
C 1.74133 -6.67659 -2.82293
O 1.23790 -5.59965 -2.01557
H 2.81138 -7.64455 -1.22885
H 3.84098 -6.53696 -2.11442
H 3.37578 -8.11097 -2.76469
H 0.95677 -7.43083 -2.88376
H 2.03790 -6.41146 -3.83775
H 0.41089 -5.19569 -2.28851
C 0.44535 -2.17765 -3.69521
C -0.91539 -1.51819 -3.67657
O -1.51130 -1.72242 -2.43607
H 0.31857 -3.24122 -3.49319
H 1.09094 -1.72951 -2.93989
H 0.87362 -2.04355 -4.68854
H -1.62945 -1.82925 -4.43911
H -0.82216 -0.43768 -3.78579
H -1.86506 -2.61471 -2.41931


45
Properties=species:S:1:pos:R:3 method="wB97M-V/def2-TZVPD" multiplicity=1 homo_lumo_gap_ev=10.47 de_lowest_kcal_mol=34.06 smiles=CC(C)O.CC(C)O.CCO.CCO.O
C -18.70447 -19.89967 -17.35594
C -17.93440 -20.75273 -18.34372
C -18.43673 -20.75673 -19.76906
O -16.58568 -20.30101 -18.31011
H -19.75099 -20.16590 -17.50434
H -18.69495 -18.84848 -17.64405
H -18.30763 -20.06000 -16.35349
H -18.01677 -21.77572 -17.97657
H -17.75853 -21.27322 -20.44831
H -18.58059 -19.79339 -20.25834
H -19.43447 -21.19335 -19.81345
H -16.27664 -20.21430 -17.40536
C -14.31734 -17.33862 -22.06778
C -14.05955 -16.16973 -21.13350
C -14.14120 -14.77758 -21.75106
O -15.06240 -16.25056 -20.08917
H -15.12742 -17.15238 -22.77289
H -14.97067 -18.08432 -21.61478
H -13.38700 -17.78967 -22.41293
H -13.06877 -16.26195 -20.68860
H -13.14036 -14.53415 -22.10767
H -14.42266 -13.97251 -21.07227
H -14.80874 -14.78653 -22.61269
H -15.20100 -17.18927 -19.94357
C -11.05532 -13.17725 -17.64426
C -10.71605 -14.01446 -16.46365
O -10.35637 -15.38246 -16.84173
H -11.98755 -13.51024 -18.10052
H -10.31696 -13.28588 -18.43870
H -11.17556 -12.14527 -17.31461
H -11.38115 -14.06365 -15.60148
H -9.72618 -13.68603 -16.14683
H -10.88773 -16.04332 -16.39171
C -7.59882 -19.90407 -20.30860
C -8.48130 -18.76541 -20.85400
O -8.27512 -17.43929 -20.37209
H -6.52466 -19.95737 -20.48595
H -7.83471 -20.82820 -20.83627
H -7.84946 -20.23403 -19.30043
H -9.55466 -18.90870 -20.72961
H -8.29008 -18.75151 -21.92700
H -8.63855 -17.31685 -19.49201
O -19.12506 -13.79390 -22.19108
H -18.92529 -14.70230 -21.96493
H -19.60221 -13.85202 -23.01884